No. 1
The following is a DFT calculation (wB97M-V/def2-TZVPD) of a molecular structure, C23H23NO5SSbSe4TeV in a non-equilibrium geometry.

Structure (ORCA input):
```
! wB97M-V def2-TZVPD RIJCOSX def2/J DEFGRID3
* xyz -1 4
V 0.494 0.187 0.018
O -0.580 -2.233 2.575
S -0.948 -1.013 1.897
O -2.199 -0.438 2.272
O 0.206 0.019 1.978
O -0.847 -1.208 0.341
Se 2.365 4.543 -2.348
Sb 0.310 3.395 -2.725
Se -1.747 4.593 -3.317
Se -0.199 1.972 -4.620
Se -0.321 2.278 -0.438
C 7.616 -4.049 3.499
C 6.377 -3.535 2.819
C 6.427 -3.014 1.534
C 5.291 -2.537 0.891
C 5.445 -2.002 -0.508
C 4.072 -2.588 1.573
Te 2.221 -2.052 0.739
N 2.655 -0.282 0.004
C 2.371 -0.032 -1.314
O 1.319 -0.495 -1.837
C 3.292 0.817 -2.088
C 3.131 0.890 -3.474
C 4.051 1.592 -4.235
C 5.119 2.223 -3.613
C 5.275 2.156 -2.235
C 4.372 1.445 -1.468
C 2.159 -3.360 -0.915
C 2.798 -3.104 -2.120
C 2.686 -4.007 -3.164
C 1.938 -5.161 -2.989
C 1.310 -5.411 -1.780
C 1.401 -4.520 -0.713
C 0.703 -4.829 0.585
C 3.987 -3.091 2.882
C 2.734 -3.092 3.730
C 5.154 -3.559 3.475
H 8.466 -4.057 2.819
H 7.463 -5.063 3.870
H 7.873 -3.423 4.355
H 7.375 -2.976 1.008
H 6.312 -1.342 -0.557
H 4.592 -1.417 -0.838
H 5.607 -2.817 -1.217
H 2.277 0.405 -3.930
H 3.909 1.675 -5.304
H 5.828 2.791 -4.202
H 6.098 2.672 -1.758
H 4.476 1.385 -0.394
H 3.369 -2.197 -2.267
H 3.170 -3.800 -4.109
H 1.840 -5.871 -3.801
H 0.723 -6.312 -1.654
H 0.127 -5.748 0.491
H 0.018 -4.034 0.891
H 1.421 -4.980 1.398
H 1.787 -3.128 3.192
H 2.707 -2.182 4.334
H 2.753 -3.939 4.415
H 5.102 -3.949 4.486
*
```

Properties
**⟨S²⟩**: 3.80
**F_max**: 1.02 eV/Å
**Lowest unoccupied orbital energy (spin up / spin down)**: 0.054 / 0.048 Eh
**E_tot**: -12777.5387 a.u.
**HOMO (spin up / spin down)**: -4.839 / -4.787 eV
**Orbital gap (spin up / spin down)**: 6.3049 / 6.0947 eV

No. 2
The following is a DFT calculation (wB97M-V/def2-TZVPD) of 2 unconnected molecules or ions with the total composition C23H29O8 in a non-equilibrium geometry.

Structure (ORCA input):
```
! wB97M-V def2-TZVPD RIJCOSX def2/J DEFGRID3
* xyz -1 1
C 3.978 0.394 -1.901
C 3.519 -1.000 -1.615
O 2.124 -0.937 -1.256
C 1.629 -2.176 -1.026
C 0.188 -2.304 -1.090
C -0.470 -3.634 -1.383
C -0.620 -4.504 -0.147
C 0.191 -4.415 -2.518
C -0.609 -1.125 -1.279
O -0.266 0.042 -1.375
O -1.922 -1.497 -1.374
C -2.851 -0.620 -2.048
C -3.349 0.442 -1.115
O 2.392 -3.134 -0.867
H 5.064 0.401 -1.824
H 3.730 0.675 -2.926
H 3.547 1.131 -1.223
H 3.633 -1.621 -2.519
H 4.093 -1.457 -0.793
H -1.472 -3.350 -1.722
H -1.289 -4.007 0.565
H -1.054 -5.467 -0.453
H 0.370 -4.637 0.301
H 0.040 -3.903 -3.474
H 1.263 -4.501 -2.320
H -0.258 -5.414 -2.586
H -2.387 -0.151 -2.927
H -3.646 -1.327 -2.346
H -4.327 0.795 -1.459
H -3.459 0.103 -0.080
H -2.634 1.275 -1.117
C 0.751 4.706 1.843
C 1.618 3.991 0.809
C 2.493 5.033 0.120
O 2.418 2.966 1.429
C 1.893 1.721 1.657
O 2.443 0.961 2.431
C 0.674 1.375 0.923
C 0.130 0.118 1.136
C -1.099 -0.077 1.852
C -1.988 1.023 2.079
C -3.297 0.780 2.498
C -3.601 -0.464 3.043
C -2.637 -1.480 3.105
C -1.410 -1.322 2.458
C 0.014 2.395 0.094
O -1.135 2.408 -0.279
O 0.828 3.436 -0.268
H 0.224 4.023 2.526
H 1.418 5.354 2.428
H 0.034 5.347 1.312
H 3.165 4.562 -0.601
H 1.821 5.709 -0.417
H 3.052 5.594 0.870
H 0.781 -0.745 0.975
H -1.625 2.032 1.889
H -4.042 1.586 2.404
H -4.613 -0.631 3.435
H -2.832 -2.397 3.661
H -0.624 -2.082 2.484
*
```

Properties
**F_max**: 2.17 eV/Å
**Lowest unoccupied orbital energy**: 0.052 Eh
**E_tot**: -1495.7505 a.u.
**HOMO**: -3.593 eV
**Orbital gap**: 5.0039 eV

No. 3
The following is a DFT calculation (wB97M-V/def2-TZVPD) of a gas-phase ion, C5H9N2O (charge +1) in a non-equilibrium geometry.

Structure (ORCA input):
```
! wB97M-V def2-TZVPD RIJCOSX def2/J DEFGRID3
* xyz 1 1
C -0.940 0.364 -1.694
C -0.530 1.220 -0.464
C -0.424 -0.669 1.212
C 0.625 -1.709 0.841
C 1.731 0.269 0.643
N -0.312 -0.540 -2.228
N 0.215 0.626 0.750
O 1.728 -1.072 0.550
H -2.058 0.665 -1.990
H 0.123 2.137 -0.657
H -1.463 1.750 -0.080
H -1.468 -0.939 0.676
H -0.618 -0.421 2.254
H 0.376 -2.726 0.597
H 0.522 -0.914 -1.788
H 2.315 0.757 -0.168
H 0.180 1.202 1.546
*
```

Properties
**F_max**: 3.76 eV/Å
**Lowest unoccupied orbital energy (spin up / spin down)**: -0.189 / -0.169 Eh
**E_tot**: -380.2127 a.u.
**HOMO (spin up / spin down)**: -12.955 / -13.686 eV
**Orbital gap (spin up / spin down)**: 7.8065 / 9.0794 eV

No. 4
The following is a DFT calculation (wB97M-V/def2-TZVPD) of a molecular structure, C27H45N3O3SSi2Tb in a non-equilibrium geometry.

Structure (ORCA input):
```
! wB97M-V def2-TZVPD RIJCOSX def2/J DEFGRID3
* xyz 1 7
Tb -1.185 -0.191 0.031
C -3.082 -2.733 -1.206
C -4.205 -1.808 -0.798
N -3.757 -0.459 -0.283
C -4.490 -0.024 0.907
C -4.239 -0.919 2.104
S -2.454 -1.031 2.559
C -1.986 -2.796 2.415
C -2.328 -3.464 1.091
N -1.938 -2.708 -0.172
H -2.610 -2.406 -2.117
H -3.455 -3.742 -1.308
H -4.835 -2.267 -0.015
H -4.862 -1.627 -1.673
H -3.972 0.209 -1.023
H -5.558 -0.036 0.665
H -4.205 1.034 1.126
H -4.720 -1.887 2.027
H -4.682 -0.447 2.990
H -2.514 -3.366 3.205
H -0.930 -2.803 2.621
H -3.423 -3.598 1.067
H -1.817 -4.433 1.020
H -1.216 -3.279 -0.625
C 1.998 -2.390 1.233
Si 2.211 -2.258 -0.638
C 4.058 -2.347 -0.851
C 1.645 -3.810 -1.588
C 1.440 -0.657 -1.292
C 0.506 -0.643 -2.391
C 0.889 -1.089 -3.686
C 0.015 -0.934 -4.732
C -1.173 -0.156 -4.567
C -1.467 0.262 -3.283
N -0.730 -0.125 -2.221
Si 2.656 0.793 -1.178
C 3.642 0.815 0.433
C 3.902 0.694 -2.604
C 1.738 2.471 -1.458
H 1.437 -3.308 1.437
H 1.421 -1.525 1.641
H 2.971 -2.456 1.763
H 4.390 -3.213 -0.278
H 4.587 -1.479 -0.470
H 4.314 -2.463 -1.880
H 2.548 -4.376 -1.819
H 1.189 -3.584 -2.526
H 0.983 -4.457 -0.997
H 1.868 -1.570 -3.776
H 0.234 -1.365 -5.708
H -1.793 0.169 -5.387
H -2.388 0.827 -3.079
H 4.630 0.343 0.259
H 3.187 0.345 1.302
H 3.855 1.831 0.685
H 4.579 -0.163 -2.515
H 4.463 1.600 -2.667
H 3.371 0.606 -3.551
H 0.705 2.179 -1.700
H 2.191 2.985 -2.300
H 1.764 3.100 -0.580
C 3.245 2.957 4.556
O 2.050 3.718 4.491
C 1.260 3.504 3.412
C 0.560 4.594 2.899
C -0.150 4.418 1.754
C -0.499 3.146 1.283
C -1.546 3.007 0.315
C -2.492 4.113 0.127
O -1.739 1.942 -0.372
C 0.277 2.036 1.803
O 0.099 0.777 1.411
C 1.184 2.249 2.838
H 3.939 3.455 5.254
H 3.758 2.931 3.546
H 3.043 1.936 4.915
H 0.608 5.549 3.422
H -0.442 5.264 1.167
H -3.327 3.996 0.828
H -2.873 4.061 -0.885
H -2.052 5.078 0.320
H 1.725 1.398 3.278
*
```

Properties
**⟨S²⟩**: 12.08
**F_max**: 2.13 eV/Å
**Lowest unoccupied orbital energy (spin up / spin down)**: -0.099 / -0.096 Eh
**E_tot**: -3247.3025 a.u.
**HOMO (spin up / spin down)**: -9.113 / -9.226 eV
**Orbital gap (spin up / spin down)**: 6.4079 / 6.6236 eV

No. 5
The following is a DFT calculation (wB97M-V/def2-TZVPD) of 2 unconnected molecules or ions with the total composition C7H11NO2 in a non-equilibrium geometry.

Structure (ORCA input):
```
! wB97M-V def2-TZVPD RIJCOSX def2/J DEFGRID3
* xyz 0 1
C 0.438 -0.290 -2.350
C -0.077 -1.424 -2.576
C -0.033 0.891 -1.922
C -0.955 -1.779 0.758
C -1.463 1.304 -1.977
C 0.789 1.872 -1.147
C 0.045 -3.545 2.117
N -1.457 -0.656 0.486
O -0.256 -2.591 -2.730
O -0.181 -2.130 1.828
H -1.134 -2.505 -0.060
H -2.147 0.600 -1.367
H -1.559 2.399 -1.689
H -1.959 1.065 -2.970
H 1.791 1.428 -1.071
H 0.813 2.897 -1.479
H 0.399 2.012 -0.133
H 0.007 -4.118 1.163
H -0.643 -3.896 2.885
H 1.087 -3.693 2.473
H -1.341 -0.031 1.317
*
```

Properties
**F_max**: 4.11 eV/Å
**SMILES**: CC(C)=C=C=O.[H]/N=C\OC
**Lowest unoccupied orbital energy**: 0.002 Eh
**E_tot**: -478.4369 a.u.
**HOMO**: -8.632 eV
**Orbital gap**: 8.6759 eV

No. 6
The following is a DFT calculation (wB97M-V/def2-TZVPD) of 2 unconnected molecules or ions with the total composition C5H10FN2 in a non-equilibrium geometry.

Structure (ORCA input):
```
! wB97M-V def2-TZVPD RIJCOSX def2/J DEFGRID3
* xyz -1 1
C -0.509 0.628 -0.305
H -0.918 -1.288 0.567
C -0.028 -0.651 0.408
N -0.714 1.739 0.541
H -0.476 2.594 0.045
C -1.824 0.372 -0.986
N -2.547 0.402 -1.911
C 0.610 -0.402 1.776
H 1.432 0.327 1.672
H -0.134 -0.040 2.501
H 1.020 -1.344 2.175
C 0.928 -1.401 -0.520
H 0.507 -1.492 -1.534
H 1.873 -0.844 -0.599
H 1.139 -2.403 -0.116
H -1.930 1.795 0.468
F 1.283 1.088 -2.950
H 0.288 0.920 -1.232
*
```

Properties
**F_max**: 5.86 eV/Å
**Lowest unoccupied orbital energy**: 0.133 Eh
**E_tot**: -405.8591 a.u.
**HOMO**: -4.135 eV
**Orbital gap**: 7.7515 eV

No. 7
The following is a DFT calculation (wB97M-V/def2-TZVPD) of a molecular structure, C25H45AuN2OP3Se in a non-equilibrium geometry.

Structure (ORCA input):
```
! wB97M-V def2-TZVPD RIJCOSX def2/J DEFGRID3
* xyz 3 3
Au -0.477 0.855 -0.428
P -2.922 0.197 -0.665
P 0.246 0.036 -2.516
P -0.706 1.913 1.664
H 5.903 6.208 -2.989
C 5.963 6.121 -1.891
C 6.566 5.098 -1.258
H 7.002 4.244 -1.802
C -3.810 1.665 -1.305
C -3.242 -1.143 -1.871
C -3.812 -0.336 0.855
C 1.961 0.360 -2.965
C 0.125 -1.771 -2.611
C -0.734 0.810 -3.838
C 0.848 2.625 2.270
C -1.258 0.784 2.974
C -1.885 3.293 1.532
H 5.620 7.011 -1.331
H 6.751 5.152 -0.170
H -4.888 1.484 -1.437
H -3.375 1.949 -2.272
H -3.672 2.511 -0.621
H -4.324 -1.300 -2.034
H -2.802 -2.080 -1.506
H -2.787 -0.934 -2.850
H -4.162 0.550 1.437
H -3.095 -0.920 1.474
H -4.699 -0.983 0.636
H 2.294 -0.280 -3.793
H 2.574 0.200 -2.065
H 2.077 1.414 -3.243
H -0.785 -2.079 -3.165
H 0.090 -2.200 -1.585
H 1.025 -2.152 -3.133
H -0.498 0.335 -4.797
H -0.470 1.875 -3.891
H -1.807 0.731 -3.641
H 0.795 2.798 3.355
H 1.047 3.572 1.745
H 1.661 1.925 2.035
H -0.762 1.057 3.915
H -0.968 -0.245 2.705
H -2.346 0.829 3.102
H -1.943 3.841 2.479
H -2.887 2.936 1.273
H -1.548 3.983 0.750
C 3.135 2.665 -0.614
C 2.441 3.656 -1.401
C 2.529 4.983 -1.015
C 3.432 5.393 -0.021
C 4.305 4.458 0.571
C 4.225 3.128 0.213
O 2.767 1.454 -0.514
H 0.432 2.303 -0.566
H 1.801 3.316 -2.217
H 1.899 5.754 -1.483
H 3.512 6.475 0.246
H 5.100 4.807 1.268
H 4.867 2.337 0.611
C -3.145 -4.390 0.756
N -1.852 -4.765 1.292
C -0.732 -3.970 1.392
Se -0.485 -2.200 0.985
N 0.227 -4.773 1.960
C -0.275 -6.042 2.256
C 0.282 -7.123 2.924
C -0.530 -8.243 3.094
C -1.857 -8.257 2.625
C -2.417 -7.130 1.995
C -1.592 -6.030 1.837
H -3.344 -4.955 -0.169
H -3.158 -3.311 0.549
H -3.928 -4.650 1.483
H 1.168 -4.422 2.130
H 1.311 -7.062 3.265
H -0.118 -9.113 3.592
H -2.439 -9.165 2.786
H -3.444 -7.066 1.645
*
```

Properties
**⟨S²⟩**: 2.08
**F_max**: 2.25 eV/Å
**Lowest unoccupied orbital energy (spin up / spin down)**: -0.332 / -0.424 Eh
**E_tot**: -4724.5508 a.u.
**HOMO (spin up / spin down)**: -14.779 / -14.797 eV
**Orbital gap (spin up / spin down)**: 5.7400 / 3.2475 eV

No. 8
The following is a DFT calculation (wB97M-V/def2-TZVPD) of a molecular structure, C18H22Br2N5O4Ti in a non-equilibrium geometry.

Structure (ORCA input):
```
! wB97M-V def2-TZVPD RIJCOSX def2/J DEFGRID3
* xyz 1 3
Ti -0.788 0.297 -0.118
O 6.508 -1.513 -1.450
N 5.362 -1.597 -1.914
O 5.075 -2.213 -2.926
C 4.225 -1.081 -1.137
C 4.343 -1.219 0.191
C 3.280 -0.824 1.034
C 3.334 -0.846 2.446
C 2.253 -0.417 3.190
C 1.055 0.010 2.582
N 0.994 0.107 1.221
C 2.109 -0.292 0.451
C 1.961 -0.183 -0.934
N 0.791 0.239 -1.440
C 0.635 0.227 -2.836
C 1.644 0.013 -3.690
C 2.854 -0.502 -3.170
C 3.023 -0.560 -1.817
H 5.304 -1.541 0.613
H 4.185 -1.272 2.939
H 2.355 -0.436 4.242
H 0.224 0.239 3.225
H -0.378 0.448 -3.129
H 1.516 0.009 -4.761
H 3.614 -0.712 -3.852
N -2.116 0.894 1.627
C -2.775 2.238 1.590
C -1.799 3.370 1.280
C -1.651 3.663 -0.179
N -1.144 2.518 -0.956
H -2.922 0.225 1.522
H -1.718 0.767 2.525
H -3.223 2.333 2.582
H -3.589 2.220 0.836
H -0.823 3.207 1.750
H -2.240 4.293 1.780
H -1.006 4.557 -0.238
H -2.627 3.962 -0.585
H -0.130 2.658 -1.201
H -1.712 2.350 -1.755
Br -3.020 -1.465 4.103
C -3.270 -2.612 2.622
Br -5.076 -2.566 1.892
H -3.131 -3.644 2.906
H -2.673 -2.262 1.841
C -3.047 -2.333 -2.186
C -2.182 -1.374 -1.352
O -2.293 -0.129 -1.673
O -1.432 -1.732 -0.375
H -2.855 -3.403 -2.048
H -2.927 -2.074 -3.261
H -4.097 -2.042 -2.010
*
```

Properties
**⟨S²⟩**: 2.02
**F_max**: 2.93 eV/Å
**Lowest unoccupied orbital energy (spin up / spin down)**: -0.142 / -0.140 Eh
**E_tot**: -7271.1698 a.u.
**HOMO (spin up / spin down)**: -9.097 / -12.236 eV
**Orbital gap (spin up / spin down)**: 5.2261 / 8.4239 eV